Formula: C18H42F2NO9P2
Source: OMol25
Level of theory: wB97M-V/def2-TZVPD

XYZ file:
```
74
Properties=species:S:1:pos:R:3:lowdin_charge:R:1
C -3.121 1.742 1.188 -0.049
C -3.002 1.136 -0.196 -0.230
O -2.636 -0.235 -0.030 -0.129
C -2.533 -0.970 -1.222 -0.292
C -3.371 -2.264 -1.163 -0.085
C -2.654 -3.590 -1.485 -0.126
C -1.132 -3.672 -1.256 -0.091
N -0.468 -2.384 -0.863 0.026
C -0.346 -2.193 0.635 -0.300
C -1.475 -2.695 1.488 0.025
F -0.072 -0.895 0.924 0.068
C -1.104 -1.262 -1.657 -0.169
C -0.183 -0.047 -1.815 -0.072
C -0.332 0.632 -3.188 -0.340
C -0.267 2.157 -3.070 -0.006
F -1.545 0.294 -3.779 -0.015
H -3.513 2.750 1.085 0.085
H -2.164 1.752 1.703 0.077
H -3.824 1.154 1.773 0.085
H -2.236 1.684 -0.745 0.104
H -3.977 1.193 -0.682 0.133
H -2.937 -0.363 -2.031 0.148
H -4.185 -2.158 -1.875 0.124
H -3.856 -2.314 -0.194 0.115
H -3.119 -4.371 -0.890 0.118
H -2.852 -3.857 -2.518 0.117
H -0.898 -4.460 -0.547 0.127
H -0.656 -3.979 -2.183 0.137
H 0.488 -2.455 -1.206 0.179
H 0.545 -2.758 0.919 0.169
H -1.170 -2.501 2.516 0.086
H -1.631 -3.767 1.426 0.099
H -2.393 -2.134 1.357 0.086
H -1.197 -1.647 -2.674 0.166
H -0.257 0.632 -0.974 0.108
H 0.838 -0.442 -1.779 0.126
H 0.515 0.351 -3.810 0.143
H 0.685 2.558 -3.404 0.080
H -0.544 2.487 -2.073 0.067
H -1.024 2.556 -3.743 0.093
C 4.826 1.642 -3.142 -0.107
O 4.824 3.067 -3.041 -0.271
P 4.632 3.902 -4.429 0.551
O 3.284 3.483 -4.871 -0.241
O 5.868 3.104 -5.170 -0.295
C 7.166 3.006 -4.580 -0.106
O 4.875 5.256 -5.267 -0.244
C 5.165 5.142 -6.669 -0.080
H 4.107 1.274 -2.411 0.087
H 4.545 1.300 -4.135 0.089
H 5.817 1.265 -2.894 0.086
H 7.453 1.956 -4.547 0.087
H 7.193 3.407 -3.567 0.088
H 7.880 3.546 -5.201 0.089
H 4.526 4.390 -7.128 0.093
H 6.210 4.901 -6.838 0.084
H 4.952 6.122 -7.089 0.097
C -0.690 -0.664 4.729 -0.093
O -1.712 -1.575 5.147 -0.245
P -2.598 -1.117 6.393 0.393
O -3.293 0.135 6.105 -0.218
O -1.412 -0.863 7.479 -0.251
C -0.304 -1.750 7.618 -0.105
O -3.501 -2.112 7.215 -0.211
C -3.685 -1.849 8.620 -0.066
H -0.806 -0.503 3.659 0.072
H -0.739 0.295 5.239 0.099
H 0.285 -1.115 4.917 0.091
H 0.615 -1.170 7.541 0.091
H -0.295 -2.526 6.853 0.084
H -0.341 -2.216 8.603 0.088
H -3.842 -0.787 8.793 0.097
H -2.833 -2.202 9.195 0.084
H -4.570 -2.408 8.911 0.096
```

The calculation puts the LUMO energy at -2.88 eV. The total energy is -2325.1904 hartree. The net charge is +1. Its largest force on an atom is 6.2 eV Å⁻¹. The value obtained for the highest occupied orbital energy is -11.8 eV.

=====

Formula: C3H7N3S
Source: OMol25
Level of theory: wB97M-V/def2-TZVPD

XYZ file:
```
14
Properties=species:S:1:pos:R:3:lowdin_charge:R:1
H 2.830 -0.438 0.863 0.043
N 2.206 -0.842 0.176 0.106
C 1.005 -0.436 0.297 -0.519
C 0.472 0.362 1.406 -0.058
N 0.129 -0.869 -0.709 0.027
C -1.284 -0.801 -0.889 -0.302
N -1.956 0.272 -1.183 -0.359
S -1.091 1.719 -1.406 0.736
H 0.917 -0.012 2.369 0.102
H 0.778 1.407 1.378 0.076
H -0.630 0.413 1.455 0.074
H 0.596 -1.527 -1.307 0.121
H -1.832 -1.758 -0.894 0.117
H -2.140 2.509 -1.557 -0.164
```

The calculation puts the LUMO energy at 0.78 eV. The total energy is -680.9275 hartree. Its largest force on an atom is 2.1 eV Å⁻¹. The value obtained for the highest occupied orbital energy is -8.8 eV. The value obtained for the energy above the lowest of the compared OMol25 structures with the same formula, charge and spin is 1.490 eV. Its structure (SMILES) is [H]/N=C(\C)N/C=N\S.

=====

Formula: C2H3N5O
Source: OMol25
Level of theory: wB97M-V/def2-TZVPD

XYZ file:
```
11
Properties=species:S:1:pos:R:3:lowdin_charge:R:1
H -3.154 -0.133 -0.063 0.027
N -2.432 -0.821 -0.037 0.130
C -1.204 -0.285 0.017 -0.467
N -0.978 1.065 -0.152 0.043
N 0.091 1.789 0.054 0.105
N 1.115 0.969 0.018 0.057
C 1.156 -0.388 0.014 -0.417
O 2.228 -1.082 -0.143 0.022
N -0.064 -1.092 0.268 0.151
H 1.924 1.445 0.265 0.135
H -0.438 -1.972 -0.304 0.214
```

The calculation puts the LUMO energy at -1.49 eV. The total energy is -426.9321 hartree. Its largest force on an atom is 7.2 eV Å⁻¹. The value obtained for the highest occupied orbital energy is -10.1 eV. The value obtained for the energy above the lowest of the compared OMol25 structures with the same formula, charge and spin is 3.416 eV. Its structure (SMILES) is [H]/N=c1\nn[nH]c(=O)[nH]1.

=====

Formula: C25H34N3O2
Source: OMol25
Level of theory: wB97M-V/def2-TZVPD

XYZ file:
```
64
Properties=species:S:1:pos:R:3:lowdin_charge:R:1
C -3.587 0.338 2.117 -0.018
C -2.900 0.941 0.890 -0.533
C -3.892 1.831 0.128 -0.045
C -1.690 1.788 1.292 -0.018
C -2.442 -0.206 0.010 -0.083
N -2.922 -0.369 -1.235 0.202
C -2.356 -1.477 -1.860 -0.182
C -1.465 -2.063 -0.950 -0.097
C -0.699 -3.138 -1.392 -0.004
C -0.918 -3.654 -2.679 -0.049
C -1.827 -3.052 -3.569 -0.053
C -2.559 -1.927 -3.158 0.006
C -1.521 -1.261 0.287 -0.066
C -0.814 -1.452 1.469 0.096
C -0.054 -2.624 1.800 -0.213
C -0.543 -3.946 1.616 -0.028
C 0.258 -5.045 1.895 -0.023
C 1.565 -4.884 2.366 -0.253
C 2.444 -6.077 2.571 -0.038
C 2.025 -3.590 2.631 -0.021
C 1.227 -2.482 2.398 -0.003
H -2.911 -0.326 2.667 0.081
H -3.931 1.133 2.795 0.105
H -4.459 -0.250 1.797 0.104
H -3.427 2.288 -0.757 0.098
H -4.797 1.279 -0.164 0.096
H -4.213 2.652 0.785 0.104
H -1.185 2.186 0.398 0.089
H -2.020 2.641 1.905 0.107
H -0.956 1.218 1.872 0.077
H -3.612 0.213 -1.695 0.168
H 0.056 -3.558 -0.732 0.108
H -0.375 -4.544 -2.996 0.113
H -1.966 -3.458 -4.573 0.115
H -3.270 -1.409 -3.802 0.120
H -0.854 -0.660 2.216 0.114
H -1.558 -4.088 1.237 0.131
H -0.119 -6.053 1.721 0.127
H 3.398 -5.775 3.010 0.082
H 1.969 -6.809 3.235 0.094
H 2.649 -6.585 1.620 0.096
H 3.029 -3.474 3.039 0.121
H 1.588 -1.476 2.626 0.121
C 3.323 4.520 -2.427 -0.024
C 2.325 4.684 -1.296 -0.574
C 3.024 5.126 -0.026 -0.031
C 1.238 5.673 -1.676 -0.033
O 1.583 3.409 -1.098 0.018
C 2.299 2.323 -0.717 -0.539
N 1.516 1.192 -0.819 -0.007
N 1.988 0.003 -0.234 0.040
O 3.469 2.305 -0.370 0.072
H 2.811 4.224 -3.354 0.097
H 3.828 5.475 -2.617 0.099
H 4.092 3.782 -2.164 0.088
H 2.312 5.244 0.804 0.096
H 3.812 4.418 0.254 0.082
H 3.497 6.103 -0.196 0.099
H 0.504 5.767 -0.868 0.089
H 1.656 6.667 -1.862 0.096
H 0.735 5.350 -2.594 0.089
H 0.516 1.281 -0.912 0.115
H 2.312 -0.614 -0.987 0.095
H 2.798 0.271 0.330 0.084
```

The calculation puts the LUMO energy at -4.66 eV. The total energy is -1287.5752 hartree. The net charge is +1. Its largest force on an atom is 1.5 eV Å⁻¹. The value obtained for the highest occupied orbital energy is -11.6 eV. The value obtained for the energy above the lowest of the compared OMol25 structures with the same formula, charge and spin is 0.000 eV.